No. 1
Density functional theory data (wB97M-V/def2-TZVPD) for 2 unconnected molecules or ions with the total composition C2HClF2S at a distorted geometry.

XYZ file:
```
7
Properties=species:S:1:pos:R:3
C -0.96 0.53 0.06
C -1.16 -0.76 -0.27
F -0.74 -1.34 -1.37
F -1.40 -1.64 0.68
S -1.29 1.97 0.43
Cl 2.72 0.92 0.83
H 2.83 0.33 -0.36
```

Calculated values
**LUMO**: -0.980 eV
**Kohn-Sham gap**: 7.52 eV
**HOMO**: -8.50 eV
**Total charge**: 0
**SMILES**: FC(F)=C=S.Cl
**Relative energy (zero: lowest compared OMol25 entry of this formula, charge and spin)**: 168.1 kJ/mol
**Maximum force**: 0.0609 hartree/bohr


No. 2
Density functional theory data (wB97M-V/def2-TZVPD) for C4H6N4 in the gas phase at a distorted geometry.

XYZ file:
```
14
Properties=species:S:1:pos:R:3
C 1.48 -0.12 -0.20
C -0.42 0.99 -0.49
C -1.81 0.33 -0.14
C -0.95 -0.96 0.25
H 2.05 -1.79 0.05
H 2.42 1.89 0.49
H -2.31 0.49 0.87
H -2.71 0.17 -0.84
H -1.45 -1.64 -0.35
H -0.85 -1.36 1.30
N 2.45 -0.87 -0.20
N 1.59 1.27 0.12
N 0.32 1.94 -0.10
N 0.19 -0.33 -0.75
```

Calculated values
**LUMO**: 0.796 eV
**Kohn-Sham gap**: 9.41 eV
**HOMO**: -8.61 eV
**Total charge**: 0
**SMILES**: [H]/N=c1/[nH]nc2n1CC2
**Relative energy (zero: lowest compared OMol25 entry of this formula, charge and spin)**: 475.6 kJ/mol
**Maximum force**: 0.0838 hartree/bohr


No. 3
Density functional theory data (wB97M-V/def2-TZVPD) for 11 unconnected molecules or ions with the total composition C38H103N5O11 at a distorted geometry.

XYZ file:
```
157
Properties=species:S:1:pos:R:3
C -1.36 -2.19 4.17
C -0.65 -1.37 5.17
C 0.14 -2.01 6.24
O 0.19 -0.35 4.57
H -2.11 -2.76 4.70
H -0.71 -2.97 3.71
H -1.88 -1.63 3.37
H -1.46 -0.77 5.60
H 0.77 -2.83 5.85
H -0.46 -2.48 7.03
H 0.77 -1.22 6.66
H 1.04 -0.85 4.39
C 3.30 -6.22 -4.39
C 3.12 -5.32 -3.13
C 1.77 -4.56 -3.14
O 3.25 -6.03 -1.87
H 2.39 -6.81 -4.49
H 4.15 -6.88 -4.22
H 3.54 -5.64 -5.30
H 3.93 -4.58 -3.02
H 0.94 -5.24 -2.92
H 1.57 -4.05 -4.08
H 1.89 -3.81 -2.37
H 3.19 -6.97 -2.01
C -1.47 3.23 6.02
C -0.23 3.37 5.15
C -0.21 4.62 4.29
O 0.92 3.44 6.06
H -2.31 2.83 5.44
H -1.76 4.23 6.35
H -1.17 2.62 6.86
H -0.13 2.44 4.56
H 0.78 4.69 3.83
H -0.33 5.46 4.96
H -0.91 4.58 3.46
H 1.68 3.53 5.49
C 0.62 4.88 -0.52
C -0.62 5.72 -0.69
C -0.56 7.03 0.05
O -0.79 6.09 -2.06
H 0.76 4.56 0.52
H 1.55 5.37 -0.79
H 0.60 3.96 -1.09
H -1.50 5.14 -0.36
H 0.25 7.61 -0.38
H -0.25 6.84 1.09
H -1.52 7.51 -0.07
H -1.14 5.37 -2.63
C -2.23 -1.31 -6.44
C -3.05 -0.65 -5.32
C -2.27 0.36 -4.54
O -4.18 -0.04 -5.87
H -1.66 -0.51 -6.93
H -2.90 -1.80 -7.16
H -1.46 -2.05 -6.13
H -3.37 -1.43 -4.60
H -1.40 -0.12 -4.04
H -2.84 0.70 -3.69
H -1.94 1.26 -5.07
H -4.57 -0.58 -6.56
C 3.92 0.19 -1.96
C 4.59 -1.18 -2.16
C 5.01 -1.37 -3.62
O 5.71 -1.20 -1.29
H 2.94 0.38 -2.38
H 4.64 1.00 -2.14
H 3.76 0.22 -0.87
H 3.96 -2.05 -1.89
H 4.18 -1.27 -4.31
H 5.45 -2.36 -3.71
H 5.73 -0.60 -3.93
H 5.34 -1.27 -0.40
C -0.01 5.67 -5.64
C -0.21 4.27 -5.09
C 0.96 3.89 -4.21
O 0.91 2.61 -3.64
C 1.39 1.59 -4.50
N -1.43 4.28 -4.31
H -0.95 5.98 -6.16
H 0.79 5.83 -6.37
H 0.06 6.43 -4.85
H -0.21 3.51 -5.87
H 0.95 4.52 -3.31
H 1.91 4.06 -4.75
H 0.65 1.35 -5.30
H 1.48 0.68 -3.88
H 2.36 1.85 -4.94
H -2.23 4.43 -4.94
H -1.67 3.38 -3.91
C -5.83 -5.31 2.21
C -4.26 -5.31 2.19
C -3.67 -4.03 1.71
O -4.17 -3.58 0.44
C -3.50 -4.20 -0.65
N -3.83 -5.64 3.56
H -6.20 -4.92 1.26
H -6.23 -4.61 2.95
H -6.19 -6.30 2.46
H -3.95 -6.15 1.56
H -2.60 -4.17 1.52
H -3.84 -3.16 2.35
H -3.86 -5.23 -0.84
H -2.42 -4.21 -0.49
H -3.72 -3.56 -1.50
H -4.13 -4.95 4.24
H -2.82 -5.63 3.57
C 0.20 -1.31 -1.68
C -0.28 -1.62 -0.25
C 0.54 -0.91 0.79
O 0.44 0.46 0.46
C 1.13 1.36 1.26
N -1.77 -1.34 -0.19
H -0.23 -0.31 -1.87
H -0.40 -2.01 -2.22
H 1.26 -1.33 -1.77
H -0.17 -2.70 -0.09
H 1.56 -1.34 0.75
H 0.11 -1.10 1.79
H 0.90 1.23 2.34
H 0.91 2.35 0.89
H 2.20 1.22 1.05
H -2.09 -1.69 0.72
H -1.80 -0.32 -0.12
C -2.52 1.17 2.51
C -3.29 2.43 2.28
C -3.63 2.58 0.80
O -2.40 2.72 0.08
C -2.66 2.74 -1.36
N -4.56 2.40 3.07
H -1.58 1.14 1.95
H -3.07 0.25 2.33
H -2.24 1.13 3.59
H -2.70 3.32 2.50
H -4.24 3.49 0.63
H -4.22 1.72 0.42
H -2.92 1.78 -1.80
H -1.75 3.13 -1.81
H -3.47 3.46 -1.61
H -4.45 2.99 3.89
H -4.74 1.48 3.45
C 4.43 -2.93 4.58
C 4.14 -1.70 3.69
C 4.98 -1.76 2.38
O 4.64 -0.75 1.44
C 5.17 0.55 1.67
N 2.70 -1.62 3.49
H 4.14 -2.75 5.61
H 5.50 -3.09 4.48
H 3.87 -3.79 4.19
H 4.39 -0.77 4.24
H 4.79 -2.70 1.87
H 6.05 -1.77 2.68
H 4.72 0.92 2.62
H 4.78 1.19 0.87
H 6.27 0.58 1.76
H 2.41 -2.48 2.99
H 2.48 -0.98 2.73
```

Calculated values
**LUMO**: 0.374 eV
**Kohn-Sham gap**: 9.64 eV
**HOMO**: -9.27 eV
**Total charge**: 0
**SMILES**: COC[C@H](C)N.COC[C@H](C)N.COC[C@H](C)N.COC[C@H](C)N.COC[C@H](C)N.CC(C)O.CC(C)O.CC(C)O.CC(C)O.CC(C)O.CC(C)O
**Relative energy (zero: lowest compared OMol25 entry of this formula, charge and spin)**: 47.5 kJ/mol
**Maximum force**: 0.0589 hartree/bohr


No. 4
Density functional theory data (wB97M-V/def2-TZVPD) for 2 unconnected molecules or ions with the total composition CH5BrP2 at a distorted geometry.

XYZ file:
```
9
Properties=species:S:1:pos:R:3
C -0.50 1.25 1.80
P 1.79 0.03 -2.66
P 0.40 -1.38 -2.58
Br -0.25 -2.18 -0.62
H -1.08 0.67 2.51
H 0.45 0.81 1.72
H -1.12 1.24 0.88
H -0.50 2.17 2.29
H 0.79 -2.62 -3.34
```

Calculated values
**LUMO (spin up / spin down)**: -1.969 / -1.970 eV
**Kohn-Sham gap (spin up / spin down)**: 6.51 / 6.51 eV
**HOMO (spin up / spin down)**: -8.47 / -8.48 eV
**Total charge**: 0
**SMILES**: P#[PH]Br.C
**Relative energy (zero: lowest compared OMol25 entry of this formula, charge and spin)**: 168.9 kJ/mol
**Maximum force**: 0.0513 hartree/bohr


No. 5
Density functional theory data (wB97M-V/def2-TZVPD) for C4H6O in the gas phase at a distorted geometry.

XYZ file:
```
11
Properties=species:S:1:pos:R:3
C 0.34 1.04 -0.78
C 0.14 0.24 0.53
C -1.07 -0.72 0.40
C -1.59 -1.78 -0.13
H 1.05 1.84 -0.58
H 0.67 0.20 -1.48
H -0.50 1.56 -1.04
H -0.02 0.87 1.50
H 2.19 -0.19 0.75
H -2.46 -2.40 -0.06
O 1.25 -0.66 0.91
```

Calculated values
**LUMO**: 0.858 eV
**Kohn-Sham gap**: 10.71 eV
**HOMO**: -9.86 eV
**Total charge**: 0
**SMILES**: C#C[C@H](C)O
**Relative energy (zero: lowest compared OMol25 entry of this formula, charge and spin)**: 285.4 kJ/mol
**Maximum force**: 0.1353 hartree/bohr


No. 6
Density functional theory data (wB97M-V/def2-TZVPD) for a molecular structure, C2H4F10KN2O16S6 at a distorted geometry.

XYZ file:
```
41
Properties=species:S:1:pos:R:3
K 0.08 -1.24 -0.25
N 1.04 4.09 -0.44
S 1.62 2.75 -0.18
O 3.09 2.74 -0.15
O 0.80 1.58 -0.44
F 1.24 2.87 1.37
S 1.22 3.87 -2.16
O 0.52 2.77 -2.84
O 2.49 4.26 -2.77
F 0.38 5.23 -2.51
N 4.41 0.34 1.90
S 4.89 -1.14 1.35
O 4.12 -1.83 0.28
O 5.62 -1.96 2.28
F 6.12 -0.57 0.52
S 3.13 -0.11 2.57
O 3.30 -1.04 3.75
O 2.03 -0.27 1.62
F 2.77 1.34 3.37
C -1.92 0.93 2.08
F -2.14 -0.14 1.36
F -0.72 0.71 2.66
F -1.77 2.12 1.29
S -3.31 1.03 3.40
O -3.72 -0.35 3.72
O -2.65 1.59 4.60
O -4.30 1.88 2.80
C -4.61 -2.08 -2.65
F -3.76 -1.62 -3.53
F -5.74 -1.31 -2.58
F -4.81 -3.31 -3.00
S -3.66 -2.27 -0.89
O -4.31 -1.37 0.02
O -3.90 -3.68 -0.49
O -2.25 -1.95 -1.17
O 2.09 -2.69 -1.66
H 2.64 -2.49 -0.90
H 2.59 -2.39 -2.41
O -0.82 -1.76 -3.49
H -0.50 -2.62 -3.75
H -1.30 -1.91 -2.68
```

Calculated values
**LUMO**: 5.398 eV
**Kohn-Sham gap**: 6.86 eV
**HOMO**: -1.46 eV
**Total charge**: -3
**Relative energy (zero: lowest compared OMol25 entry of this formula, charge and spin)**: 30.1 kJ/mol
**Maximum force**: 0.1932 hartree/bohr


No. 7
Density functional theory data (wB97M-V/def2-TZVPD) for a molecular structure, C52H59N3OP2S6Zr at a distorted geometry.

XYZ file:
```
124
Properties=species:S:1:pos:R:3
Zr 0.18 -0.52 0.51
C 0.50 2.50 -3.00
C 0.93 1.53 -1.92
N 0.29 0.41 -1.77
N -0.69 0.19 -2.76
C -0.80 -1.05 -3.09
S -0.06 -2.39 -2.38
S -1.92 -1.33 -4.48
C -1.09 -0.25 -5.68
C 0.29 -0.75 -5.99
C 0.48 -1.86 -6.80
C 1.75 -2.36 -7.05
C 2.86 -1.74 -6.48
C 2.68 -0.64 -5.66
C 1.41 -0.14 -5.42
C 2.08 1.96 -1.10
C 2.67 3.21 -1.32
C 3.78 3.63 -0.62
C 4.36 2.79 0.33
C 3.81 1.55 0.57
C 2.66 1.14 -0.11
O 2.10 -0.01 0.24
H -0.35 2.12 -3.55
H 1.33 2.73 -3.68
H 0.22 3.43 -2.51
H -1.06 0.77 -5.31
H -1.72 -0.27 -6.57
H -0.39 -2.36 -7.22
H 1.87 -3.23 -7.68
H 3.85 -2.14 -6.66
H 3.54 -0.17 -5.19
H 1.27 0.70 -4.76
H 2.25 3.90 -2.04
H 4.18 4.63 -0.79
H 5.19 3.13 0.92
H 4.19 0.92 1.36
C -2.75 3.24 1.90
C -2.19 1.85 1.73
S -1.23 1.56 0.29
C -2.36 0.85 2.61
C -3.16 0.99 3.87
S -1.57 -0.69 2.38
H -2.45 3.87 1.07
H -2.36 3.69 2.82
H -3.84 3.24 1.96
H -3.74 1.91 3.89
H -2.49 0.99 4.74
H -3.84 0.14 3.99
C -3.98 0.41 -1.95
P -3.42 -1.10 -1.06
C -4.46 -0.93 0.45
C -4.35 -2.40 -1.96
C -3.66 -3.55 -2.34
C -4.31 -4.57 -3.03
C -5.65 -4.45 -3.35
C -6.35 -3.32 -2.97
C -5.71 -2.30 -2.28
H -5.01 0.68 -1.71
H -3.88 0.26 -3.03
H -3.32 1.23 -1.66
H -5.52 -0.83 0.20
H -4.12 -0.04 0.98
H -4.30 -1.78 1.11
H -2.60 -3.62 -2.13
H -3.75 -5.45 -3.34
H -6.15 -5.25 -3.89
H -7.40 -3.22 -3.22
H -6.25 -1.41 -2.00
S 4.24 3.33 3.98
P 2.50 4.09 3.37
S 1.20 3.02 2.35
C 2.86 5.63 2.41
C 4.04 6.34 2.62
C 4.31 7.49 1.89
C 3.40 7.94 0.94
C 2.23 7.23 0.72
C 1.96 6.08 1.45
C 1.64 4.83 4.83
C 2.34 5.17 5.98
C 1.70 5.77 7.05
C 0.34 6.04 6.98
C -0.37 5.70 5.84
C 0.28 5.09 4.77
H 4.75 5.96 3.34
H 5.23 8.03 2.06
H 3.62 8.83 0.36
H 1.52 7.56 -0.03
H 1.06 5.50 1.26
H 3.40 4.93 6.03
H 2.25 6.02 7.95
H -0.17 6.51 7.82
H -1.44 5.89 5.78
H -0.27 4.79 3.88
C 1.66 0.85 5.39
C 1.62 -0.57 4.90
C 1.82 -1.64 5.78
C 1.77 -2.93 5.30
C 2.00 -4.10 6.22
C 1.50 -3.18 3.96
C 1.26 -2.15 3.03
C 1.38 -0.84 3.56
N 0.92 -2.25 1.69
C 0.95 -3.51 0.89
C -0.48 -3.74 0.37
C 1.35 -4.85 1.54
C 2.04 -3.31 -0.18
H 1.59 0.89 6.48
H 0.84 1.43 4.96
H 2.58 1.35 5.08
H 2.02 -1.45 6.83
H 2.14 -3.77 7.25
H 2.89 -4.67 5.93
H 1.15 -4.80 6.21
H 1.42 -4.22 3.68
H 1.25 0.04 2.94
H -1.11 -4.00 1.22
H -0.52 -4.52 -0.40
H -0.95 -2.87 -0.11
H 0.62 -5.21 2.26
H 2.34 -4.80 1.99
H 1.39 -5.58 0.73
H 1.95 -2.38 -0.74
H 2.05 -4.12 -0.91
H 3.01 -3.29 0.33
```

Calculated values
**LUMO**: 3.805 eV
**Kohn-Sham gap**: 6.01 eV
**HOMO**: -2.21 eV
**Total charge**: -2
**Relative energy (zero: lowest compared OMol25 entry of this formula, charge and spin)**: 61.7 kJ/mol
**Maximum force**: 0.0325 hartree/bohr


No. 8
Density functional theory data (wB97M-V/def2-TZVPD) for 3 unconnected molecules or ions with the total composition C5H18N2O3 at a distorted geometry.

XYZ file:
```
28
Properties=species:S:1:pos:R:3
C 1.07 -1.41 0.14
N 0.91 -0.39 -0.86
C 0.13 0.78 -0.47
C 0.99 2.02 -0.56
O 0.39 3.12 0.08
C -1.17 0.89 -1.34
N -1.26 0.05 -2.52
C 2.19 -2.37 -0.29
H 0.21 -2.06 0.10
H 1.24 -1.06 1.15
H 1.85 -0.13 -1.15
H -0.14 0.56 0.56
H 1.31 2.18 -1.59
H 1.94 1.81 -0.06
H -0.01 3.74 -0.54
H -1.26 1.92 -1.68
H -2.00 0.68 -0.68
H -0.71 0.45 -3.27
H -0.76 -0.81 -2.33
H 2.00 -2.80 -1.28
H 2.31 -3.13 0.48
H 3.16 -1.86 -0.41
H -3.56 -0.86 1.96
H -2.66 -1.98 1.53
O -3.03 -1.57 2.33
H -0.54 1.24 3.86
H -1.69 0.63 3.21
O -0.87 0.35 3.64
```

Calculated values
**LUMO**: 0.514 eV
**Kohn-Sham gap**: 9.57 eV
**HOMO**: -9.06 eV
**Total charge**: 0
**SMILES**: CCN[C@H](CN)CO.O.O
**Relative energy (zero: lowest compared OMol25 entry of this formula, charge and spin)**: 122.6 kJ/mol
**Maximum force**: 0.0331 hartree/bohr


No. 9
Density functional theory data (wB97M-V/def2-TZVPD) for C3H8O7 in the gas phase at a distorted geometry.

XYZ file:
```
18
Properties=species:S:1:pos:R:3
C 1.21 0.21 -0.54
C 0.13 -0.62 0.17
C -1.36 0.05 -0.17
O 1.56 1.33 0.28
O 2.43 -0.61 -0.63
O 0.19 -0.49 1.57
O 0.22 -1.99 -0.12
O -2.36 -0.41 0.65
O -0.99 1.33 0.09
O -1.70 -0.16 -1.45
H 0.87 0.61 -1.53
H 0.83 1.97 0.15
H 3.13 -0.05 -0.19
H 0.88 0.13 1.84
H 1.09 -2.12 -0.54
H -1.82 -0.52 1.55
H -1.77 1.96 0.45
H -2.55 -0.63 -1.57
```

Calculated values
**LUMO**: 0.400 eV
**Kohn-Sham gap**: 10.46 eV
**HOMO**: -10.06 eV
**Total charge**: 0
**SMILES**: OC(O)C(O)(O)C(O)(O)O
**Relative energy (zero: lowest compared OMol25 entry of this formula, charge and spin)**: 64.5 kJ/mol
**Maximum force**: 0.1049 hartree/bohr


No. 10
Density functional theory data (wB97M-V/def2-TZVPD) for a molecular structure, C28H56P2SiTc at a distorted geometry.

XYZ file:
```
88
Properties=species:S:1:pos:R:3
Tc 0.27 -0.88 -0.85
C -2.20 1.51 -0.45
C -2.97 0.63 -1.26
C -1.96 -0.65 0.43
C -1.82 0.79 0.70
C -2.88 -0.67 -0.74
C -1.98 2.98 -0.63
H -1.83 3.28 -1.67
H -1.14 3.33 -0.04
H -2.87 3.51 -0.30
C -1.39 1.39 1.97
H -0.84 2.34 1.84
H -0.76 0.71 2.55
H -2.32 1.58 2.53
C -2.18 -1.61 1.53
H -3.20 -1.43 1.92
H -1.48 -1.43 2.35
H -2.13 -2.66 1.25
C -3.72 -1.82 -1.20
H -4.78 -1.54 -1.25
H -3.61 -2.64 -0.52
H -3.43 -2.16 -2.20
C -3.91 1.13 -2.29
H -4.80 1.57 -1.84
H -4.22 0.30 -2.92
H -3.43 1.90 -2.88
C 1.80 0.29 -1.69
C 0.52 0.92 -1.65
C -0.20 1.30 -2.94
C -0.90 0.20 -3.66
C -0.67 -1.15 -3.01
C 0.58 -1.75 -3.16
C 1.74 -1.03 -3.84
C 2.45 0.03 -3.05
H 0.49 1.85 -3.60
H -0.57 0.28 -4.70
H -0.95 2.03 -2.64
H 2.59 0.92 -3.72
H 2.54 0.46 -0.88
H 0.58 1.80 -0.97
H 3.49 -0.28 -2.83
H 2.47 -1.80 -4.06
H 0.58 -2.84 -3.23
H 1.46 -0.61 -4.80
H -1.97 0.40 -3.68
H -1.57 -1.75 -2.87
P 2.17 2.62 0.44
C 2.02 3.50 1.99
H 2.84 4.23 1.98
H 2.12 2.82 2.84
H 1.04 3.98 2.07
C 3.85 1.95 0.52
H 4.52 2.81 0.60
H 4.12 1.37 -0.37
H 3.96 1.28 1.38
C 2.20 3.86 -0.86
H 2.44 3.42 -1.83
H 2.97 4.59 -0.57
H 1.23 4.34 -0.95
P 0.97 -3.06 -0.38
C -0.50 -4.09 -0.81
H -0.17 -4.84 -1.54
H -1.31 -3.47 -1.23
H -0.86 -4.56 0.12
C 2.49 -3.25 -1.43
H 2.29 -3.37 -2.50
H 3.03 -4.12 -1.03
H 3.13 -2.36 -1.24
C 1.64 -3.97 1.06
H 2.36 -4.70 0.63
H 0.84 -4.52 1.57
H 2.18 -3.28 1.73
C -0.33 -0.41 4.57
Si 0.90 -1.25 3.32
C 2.64 -0.86 4.05
C 0.51 -3.05 3.76
C 1.22 -0.59 1.56
H -0.25 -1.01 5.50
H -1.37 -0.47 4.20
H -0.05 0.65 4.77
H 2.71 -1.22 5.10
H 3.44 -1.34 3.46
H 2.84 0.24 4.06
H -0.21 -3.49 3.06
H 1.43 -3.66 3.78
H 0.05 -3.07 4.77
H 1.23 0.56 1.67
H 2.27 -0.83 1.27
```

Calculated values
**LUMO (spin up / spin down)**: -6.997 / -8.716 eV
**Spin multiplicity**: 4
**Kohn-Sham gap (spin up / spin down)**: 5.95 / 4.20 eV
**HOMO (spin up / spin down)**: -12.94 / -12.91 eV
**Total charge**: +2
**Maximum force**: 0.0797 hartree/bohr